A structure of composition C14H25Cl8Mg2O6. Source: the Open Molecules 2025 dataset; level of theory: ωB97M-V with the def2-TZVPD basis set.

multiplicity	1
charge	+1
HOMO-LUMO gap	0.26564	hartree
E	-5081.6918	hartree

Last column: natural (NBO) charge in e.
Cartesian coordinates (Å):
Mg 0.5607 -3.0116 0.9922  1.826
Mg 0.7897 -2.4672 -2.3609  1.873
C 0.5253 1.1635 0.1474  -0.734
C 0.7295 -0.3854 -0.0794  0.862
O 0.8857 -1.1215 0.8905  -0.852
O 0.7357 -0.7717 -1.2594  -0.912
H 1.3172 1.7096 -0.3652  0.235
H 0.4593 1.4096 1.2072  0.232
H -0.4246 1.4938 -0.2728  0.253
C 3.4408 -5.1484 -0.8571  -0.722
C 2.2781 -4.3724 -0.2251  0.835
O 1.6337 -3.5658 -0.8927  -0.947
O 2.0156 -4.3154 1.0187  -0.814
H 3.1086 -6.0807 -1.3138  0.257
H 4.1504 -5.4043 -0.0702  0.263
H 3.8929 -4.5192 -1.6238  0.234
C -2.7647 -4.5930 -1.1353  -0.716
C -1.6426 -3.5700 -0.9324  0.874
O -1.1340 -3.3490 0.2156  -0.902
O -1.0311 -3.0916 -1.9169  -0.915
H -3.4005 -4.0841 -1.8598  0.248
H -3.2549 -4.7302 -0.1714  0.249
H -2.3322 -5.5336 -1.4764  0.253
Cl 3.0667 -1.7619 3.3213  -0.074
C 3.1283 0.0308 3.3553  -0.378
C 2.3160 0.5810 4.5886  -0.383
Cl 0.6287 -0.0076 4.5055  -0.070
H 2.7339 0.3432 2.3884  0.223
H 4.1850 0.2895 3.4224  0.233
H 2.1982 1.6642 4.5592  0.227
H 2.7081 0.2879 5.5625  0.235
Cl -1.7684 5.9165 3.8240  -0.026
C -0.6443 4.6088 3.5861  -0.411
C -1.3420 3.3606 2.9999  -0.388
Cl -1.7278 3.4279 1.2720  -0.062
H -0.2029 4.3327 4.5437  0.221
H 0.1264 5.0087 2.9272  0.227
H -2.2636 3.0010 3.4574  0.237
H -0.5917 2.5724 3.0638  0.205
Cl 1.5922 2.1075 -4.5225  -0.047
C 0.8917 2.8775 -3.1140  -0.402
C 0.0270 4.0883 -3.5835  -0.402
Cl -0.6983 4.9083 -2.2188  -0.028
H 1.6661 3.2603 -2.4492  0.221
H 0.2909 2.1720 -2.5402  0.213
H -0.7609 3.8168 -4.2861  0.222
H 0.6149 4.8645 -4.0734  0.227
Cl -3.5493 2.4764 -2.0839  -0.059
C -3.1464 0.8503 -2.7800  -0.382
C -3.3560 -0.3245 -1.8309  -0.395
Cl -5.0587 -0.5769 -1.2852  -0.032
H -2.1384 0.9307 -3.1870  0.214
H -3.7948 0.7810 -3.6534  0.228
H -2.6330 -0.3596 -1.0160  0.215
H -3.0361 -1.1896 -2.4118  0.211